1.
The following is a quantum chemistry calculation of a 2-piece molecular cluster, C36H39N2O2 overall at a distorted geometry, from OMol25.

The geometry in XYZ format:
```
79
Properties=species:S:1:pos:R:3:lowdin_charge:R:1
C 6.5167 1.0404 -0.3072 -0.048
C 5.1195 1.5549 -0.2895 -0.274
C 4.1928 1.0866 -1.2059 -0.014
C 2.8868 1.5451 -1.2131 -0.198
C 1.9273 1.0054 -2.2160 -0.046
C 2.4875 2.4801 -0.2509 -0.107
N 1.1013 2.9145 -0.2055 -0.035
C -0.0004 2.1526 -0.1286 -0.047
N -1.1064 2.9083 -0.0668 -0.024
C -2.4891 2.4633 -0.0335 -0.110
C -2.8811 1.4963 0.8991 -0.202
C -1.8993 0.9366 1.8692 -0.057
C -4.1880 1.0351 0.8861 -0.015
C -5.1168 1.5293 -0.0141 -0.276
C -6.5155 1.0208 0.0009 -0.045
C -4.7117 2.4883 -0.9281 -0.004
C -3.4099 2.9553 -0.9650 -0.198
C -3.0077 3.9637 -1.9855 -0.041
C -0.6792 4.2638 -0.0909 -0.046
C 0.6660 4.2663 -0.2047 -0.044
C 3.4081 2.9557 0.6899 -0.197
C 3.0047 3.9525 1.7207 -0.040
C 4.7121 2.4925 0.6459 -0.004
H 7.1241 1.5148 0.4651 0.079
H 6.5361 -0.0370 -0.1323 0.077
H 6.9897 1.2336 -1.2717 0.087
H 4.4955 0.3494 -1.9301 0.118
H 1.0251 1.6144 -2.2604 0.059
H 2.3627 0.9962 -3.2165 0.086
H 1.6317 -0.0147 -1.9648 0.065
H -2.3843 0.3231 2.6309 0.074
H -1.1640 0.3170 1.3541 0.054
H -1.3618 1.7381 2.3768 0.086
H -4.4930 0.2711 1.5820 0.113
H -7.1167 1.4980 -0.7739 0.080
H -6.5390 -0.0566 -0.1731 0.074
H -6.9911 1.2180 0.9636 0.088
H -5.4261 2.8658 -1.6355 0.115
H -3.7187 3.9994 -2.8140 0.085
H -2.9569 4.9641 -1.5520 0.081
H -2.0258 3.7308 -2.4012 0.085
H -1.3246 5.1231 -0.0194 0.116
H 1.3099 5.1250 -0.2936 0.117
H 3.7331 4.0061 2.5330 0.084
H 2.9194 4.9504 1.2869 0.080
H 2.0381 3.6945 2.1565 0.086
H 5.4251 2.8590 1.3618 0.115
C 5.3364 -4.0847 1.6552 -0.070
O 5.1594 -3.7251 0.3016 -0.048
C 3.8516 -3.4276 -0.0706 -0.189
C 3.5755 -3.3139 -1.4432 0.027
C 2.3090 -3.0910 -1.9029 0.005
C 1.2192 -2.9758 -1.0115 -0.198
C -0.0839 -2.7856 -1.5334 0.124
C -1.3290 -2.9096 -0.8679 -0.189
C -2.4915 -2.3916 -1.4834 0.018
C -3.7072 -2.4584 -0.8647 0.029
C -3.8603 -3.0662 0.3925 -0.193
O -5.1278 -3.0441 0.9657 -0.053
C -5.1874 -3.4759 2.3075 -0.070
C -2.7263 -3.6621 0.9688 0.015
C -1.5028 -3.5924 0.3595 0.008
C 1.5157 -2.9992 0.3727 0.013
C 2.7876 -3.2236 0.8249 0.018
H 6.3703 -4.4045 1.7893 0.105
H 5.1502 -3.2312 2.3088 0.098
H 4.6796 -4.9152 1.9206 0.104
H 4.3980 -3.4217 -2.1276 0.131
H 2.1296 -2.9982 -2.9609 0.129
H -0.1345 -2.5131 -2.5744 0.134
H -2.4096 -1.9488 -2.4623 0.129
H -4.5868 -2.0524 -1.3331 0.129
H -6.2055 -3.3257 2.6684 0.105
H -4.9451 -4.5373 2.3830 0.099
H -4.5072 -2.8868 2.9252 0.102
H -2.8341 -4.2248 1.8788 0.113
H -0.6802 -4.1443 0.7742 0.115
H 0.7424 -2.7584 1.0786 0.115
H 2.9885 -3.2016 1.8819 0.115
```

LUMO	-0.1891	hartree
E	-1654.90112	Eh
charge	+1
F_max	3.717	eV Å⁻¹
energy relative to the best compared isomer or geometry (same formula, charge and spin)	35.0	kcal/mol

---

2.
The following is a quantum chemistry calculation of a 5-piece molecular cluster, C24H63N4O9 overall at a distorted geometry, from OMol25.

The geometry in XYZ format:
```
100
Properties=species:S:1:pos:R:3:lowdin_charge:R:1
O 5.8222 42.4567 -13.4612 0.113
H 5.3997 41.5798 -13.7244 0.103
H 5.2460 43.2841 -13.3554 0.093
H 6.5831 42.6878 -14.1211 0.111
C 3.4704 41.9012 -10.2932 -0.109
O 3.5578 41.8178 -11.6824 -0.187
C 2.7586 40.7597 -12.1615 -0.224
C 2.5690 40.8930 -13.6433 -0.178
N 3.7893 40.7105 -14.4376 -0.061
C 4.3113 39.3652 -14.4318 -0.209
C 5.5804 39.2539 -15.2086 -0.217
O 6.5294 40.0749 -14.5692 -0.220
C 7.8636 39.6904 -14.8167 -0.082
H 2.4300 41.9699 -9.9618 0.098
H 4.0703 42.7371 -9.9548 0.063
H 3.8924 40.9950 -9.8284 0.091
H 1.7909 40.7679 -11.6476 0.130
H 3.2523 39.8070 -11.9136 0.125
H 2.1530 41.8836 -13.8498 0.122
H 1.7755 40.1886 -13.9465 0.129
H 3.5383 41.0260 -15.3688 0.125
H 3.5767 38.6231 -14.7860 0.135
H 4.5517 39.0369 -13.4174 0.127
H 5.4624 39.5112 -16.2694 0.134
H 5.9196 38.2140 -15.1355 0.130
H 8.0352 38.6310 -14.6187 0.096
H 8.4937 40.2640 -14.1298 0.088
H 8.1843 39.9811 -15.8248 0.085
C 6.8131 46.1552 -18.3725 -0.083
O 6.3829 44.9404 -17.7999 -0.201
C 7.2404 43.8500 -18.0050 -0.225
C 7.0289 42.8903 -16.8812 -0.198
N 7.2740 43.4286 -15.5650 -0.061
C 8.6647 43.6943 -15.2606 -0.169
C 8.7119 44.6522 -14.0625 -0.221
O 7.8987 45.7493 -14.3010 -0.204
C 8.6188 46.8743 -14.7680 -0.076
H 6.3878 46.2619 -19.3818 0.094
H 7.8999 46.1905 -18.4706 0.089
H 6.4172 46.9882 -17.7960 0.087
H 8.3031 44.1312 -18.0415 0.117
H 7.0191 43.3690 -18.9676 0.138
H 7.4807 41.9109 -17.0722 0.121
H 5.9832 42.5366 -16.9186 0.118
H 6.8021 44.3330 -15.5138 0.088
H 9.1676 44.2236 -16.0828 0.115
H 9.2068 42.7771 -15.0416 0.124
H 9.7641 44.8927 -13.8826 0.132
H 8.3467 44.1055 -13.1931 0.120
H 9.2640 47.2799 -13.9797 0.097
H 7.9287 47.6669 -15.0438 0.092
H 9.2346 46.6025 -15.6326 0.092
C 11.5422 37.1856 -11.9676 -0.138
O 11.3176 37.1399 -10.5933 -0.197
C 12.1816 37.9892 -9.8240 -0.199
C 12.0102 39.4657 -10.1279 -0.223
N 10.7196 39.9689 -9.6582 -0.046
C 10.3709 41.2336 -10.2560 -0.230
C 9.0621 41.7457 -9.6978 -0.246
O 8.0655 40.7841 -9.9481 -0.187
C 6.7607 41.2032 -9.5308 -0.092
H 11.2584 38.1461 -12.4167 0.075
H 10.9466 36.4144 -12.4566 0.087
H 12.5941 36.9454 -12.1921 0.095
H 13.2030 37.6930 -10.1181 0.122
H 12.0158 37.7048 -8.7901 0.127
H 12.2060 39.6276 -11.1972 0.105
H 12.8010 39.9495 -9.5369 0.125
H 9.9998 39.2779 -9.8463 0.112
H 10.2284 41.1502 -11.3518 0.116
H 11.1452 41.9807 -10.0668 0.125
H 8.7625 42.7039 -10.1374 0.105
H 9.1696 41.9294 -8.6165 0.130
H 6.2005 40.2639 -9.5007 0.090
H 6.2772 41.9351 -10.1764 0.058
H 6.7886 41.5490 -8.4878 0.100
C 6.0362 44.7512 -10.1234 -0.085
O 5.6503 44.6148 -11.4932 -0.200
C 4.6205 45.5099 -11.8407 -0.225
C 4.5671 45.7448 -13.3252 -0.169
N 4.1057 44.5156 -14.0361 -0.045
C 4.1649 44.6585 -15.5139 -0.177
C 2.9820 45.4180 -16.0394 -0.241
O 1.8169 44.9176 -15.4606 -0.193
C 0.6462 45.6120 -15.8366 -0.090
H 6.4098 45.7546 -9.8842 0.099
H 6.9656 44.1726 -10.0325 0.070
H 5.2917 44.3462 -9.4410 0.083
H 4.7570 46.4741 -11.3340 0.128
H 3.6566 45.1103 -11.4943 0.132
H 5.5398 46.0574 -13.7120 0.112
H 3.8983 46.5905 -13.5367 0.124
H 3.1140 44.4692 -13.7986 0.110
H 4.1398 43.6287 -15.8839 0.113
H 5.0565 45.2007 -15.8151 0.100
H 3.0288 45.5110 -17.1299 0.138
H 3.1010 46.4437 -15.6384 0.124
H -0.1686 45.1927 -15.2568 0.091
H 0.4356 45.4730 -16.9084 0.095
H 0.7022 46.7007 -15.6989 0.094
```

LUMO	-0.0570	hartree
E	-1848.02702	Eh
charge	+1
F_max	2.279	eV Å⁻¹
energy relative to the best compared isomer or geometry (same formula, charge and spin)	0.0	kcal/mol

---

3.
The following is a quantum chemistry calculation of an isolated ion of composition C4H10N3 and charge +1 at a distorted geometry, from OMol25.

The geometry in XYZ format:
```
17
Properties=species:S:1:pos:R:3:lowdin_charge:R:1
C 2.1797 -0.2143 0.1239 0.057
C 3.5611 0.0309 -0.0377 -0.006
C -1.6663 -1.0834 -0.3149 -0.037
C -2.0815 0.2507 0.2952 -0.276
N -0.0802 -1.2462 0.0152 0.028
N 1.0596 -0.5910 -0.0134 0.111
N -1.1250 1.2694 -0.1144 -0.004
H 3.8687 0.9651 0.4324 0.109
H 3.8354 0.0362 -1.0957 0.115
H 4.0973 -0.7883 0.4536 0.121
H -2.1180 -1.9487 0.1478 0.117
H -1.7453 -1.0879 -1.4000 0.113
H -3.1200 0.4612 -0.0001 0.121
H -2.0476 0.1812 1.3856 0.120
H -1.2811 1.5560 -1.0757 0.084
H 0.0353 -2.1418 0.4758 0.144
H -1.2066 2.0952 0.4682 0.084
```

LUMO	-0.1242	hartree
structure (SMILES)	CC#[N+]NCCN
E	-322.32363	Eh
charge	+1
F_max	6.265	eV Å⁻¹
energy relative to the best compared isomer or geometry (same formula, charge and spin)	85.9	kcal/mol

---

4.
The following is a quantum chemistry calculation of an isolated ion of composition C4H3O2 and charge +1 at a distorted geometry, from OMol25.

The geometry in XYZ format:
```
9
Properties=species:S:1:pos:R:3:lowdin_charge:R:1
C 0.7245 0.1099 0.1718 0.120
C -0.2281 1.0461 0.2373 0.021
C 0.7090 -1.3602 -0.3234 -0.172
C -1.5304 0.8153 -0.1064 0.019
O -2.6294 0.6885 -0.1989 0.428
O -0.1210 -2.0710 0.1542 0.141
H 1.7061 0.3831 0.4658 0.131
H -0.2661 2.0434 0.5341 0.143
H 1.6353 -1.6551 -0.9345 0.168
```

LUMO	-0.2590	hartree
E	-304.32643	Eh
charge	+1
F_max	2.447	eV Å⁻¹
energy relative to the best compared isomer or geometry (same formula, charge and spin)	10.9	kcal/mol

---

5.
The following is a quantum chemistry calculation of a 2-piece molecular cluster, CH3N5 overall at a distorted geometry, from OMol25.

The geometry in XYZ format:
```
9
Properties=species:S:1:pos:R:3:lowdin_charge:R:1
N -1.8248 -0.0616 0.3357 0.104
C -0.6884 -0.7331 0.4542 -0.398
N 0.2157 -1.4420 0.6642 0.121
N 2.3444 0.1999 -0.3528 0.109
N 1.4466 0.9232 -0.5173 -0.339
N 0.5247 1.5344 -0.7249 0.169
H -2.5952 -0.6092 0.0029 0.103
H -1.7335 0.8263 -0.1230 0.069
H 2.3171 -0.6034 0.2534 0.062
```

LUMO	0.0255	hartree
E	-313.60265	Eh
charge	0
F_max	4.327	eV Å⁻¹
energy relative to the best compared isomer or geometry (same formula, charge and spin)	35.3	kcal/mol

---

- What is the LUMO in the first record?
  -0.1891 hartree

---

- E of number 1 (C36H39N2O2)?
  -1654.90112 Eh

---

- LUMO of number 5 (CH3N5)?
  0.0255 hartree

---

- Which of these has the highest energy relative to the best compared isomer or geometry (same formula, charge and spin)?
  C4H10N3